C48H34BBr3KN9O2 | ωB97M-V/def2-TZVPD

```
98
C48H34BBr3KN9O2 (ωB97M-V/def2-TZVPD)
K 0.243 0.344 -0.394
C -3.616 -4.868 2.758
C -2.589 -4.840 3.716
C -1.599 -3.875 3.670
C -1.635 -2.943 2.638
C -0.775 -1.825 2.262
N 0.270 -1.431 3.031
C 0.859 -0.271 2.908
C 2.006 0.139 3.752
C 2.745 -0.520 4.719
C 3.789 0.173 5.317
C 4.081 1.490 4.954
C 3.335 2.147 3.983
C 2.296 1.453 3.391
C 1.311 1.811 2.340
N 1.266 3.038 1.820
C 0.412 3.382 0.858
N -0.479 2.620 0.233
C -1.164 3.342 -0.691
N -2.135 2.943 -1.471
C -2.674 1.693 -1.446
N -2.277 0.636 -0.747
C -3.192 -0.366 -0.861
N -3.240 -1.499 -0.177
C -2.382 -1.877 0.760
N -1.206 -1.287 1.124
C -2.657 -2.975 1.679
C -3.666 -3.934 1.740
C -4.248 0.066 -1.771
C -5.411 -0.540 -2.240
C -6.221 0.180 -3.098
C -5.887 1.488 -3.483
C -4.738 2.098 -3.011
C -3.916 1.374 -2.153
C -0.646 4.732 -0.671
C -0.949 5.858 -1.415
C -0.228 7.018 -1.157
C 0.769 7.042 -0.179
C 1.068 5.909 0.566
C 0.347 4.758 0.306
N 0.524 0.764 2.092
H -4.378 -5.636 2.826
H -2.574 -5.586 4.502
H -0.809 -3.843 4.409
H 2.510 -1.544 4.982
H 4.394 -0.313 6.074
H 4.909 2.001 5.432
H 3.555 3.163 3.684
H -4.457 -3.929 1.000
H -5.658 -1.549 -1.932
H -7.126 -0.270 -3.490
H -6.543 2.024 -4.159
H -4.476 3.110 -3.293
H -1.718 5.823 -2.176
H -0.430 7.918 -1.726
H 1.319 7.961 -0.012
H 1.846 5.911 1.319
Br 2.186 -3.843 1.118
C 2.000 -2.341 -0.083
Br 2.573 -2.763 -1.881
H 2.608 -1.507 0.253
H 0.947 -2.095 -0.130
Br -4.398 -2.275 -5.452
C -3.094 -2.556 -4.107
C -3.243 -3.570 -3.177
C -2.244 -3.730 -2.234
C -1.152 -2.875 -2.276
N -1.018 -1.898 -3.163
C -1.981 -1.731 -4.059
H -4.121 -4.202 -3.187
H -2.311 -4.473 -1.452
H -0.355 -2.973 -1.552
H -1.877 -0.917 -4.768
C 4.516 4.877 -6.858
C 5.498 4.118 -5.954
C 6.679 5.037 -5.616
C 6.040 2.931 -6.750
C 4.787 3.682 -4.669
C 4.224 4.655 -3.841
C 3.556 4.333 -2.658
C 3.468 2.999 -2.324
O 2.885 2.432 -1.251
B 3.010 0.967 -1.355
O 3.778 0.801 -2.606
C 4.014 2.012 -3.139
C 4.677 2.333 -4.309
H 5.009 5.188 -7.785
H 4.126 5.767 -6.365
H 3.665 4.244 -7.113
H 7.188 5.361 -6.528
H 7.401 4.518 -4.982
H 6.348 5.925 -5.078
H 6.530 3.293 -7.658
H 5.243 2.249 -7.049
H 6.773 2.358 -6.180
H 4.298 5.700 -4.120
H 3.113 5.093 -2.026
H 5.093 1.544 -4.919
```

Computed properties:
Molar mass ... 1058.5 Da
Charge ... -2
E ... -294967.805 eV
Kohn-Sham gap ... 0.18169 Ha
Largest force on an atom ... 1.03 eV/Å
E_HOMO ... -1.271 eV